This record from the Open Molecules 2025 dataset describes C49H53GdN5O4Se as an isolated structure in a non-equilibrium geometry. The level of theory is ωB97M-V/def2-TZVPD.

Structure (XYZ):
```
113
Properties=species:S:1:pos:R:3:forces:R:3
Gd -0.20209 0.13058 -0.26378 -1.238 0.557 -1.118
C 4.25806 -3.60869 -0.53927 -0.077 -0.504 -0.437
C 3.43548 -3.91513 0.74729 0.886 1.151 0.207
C 2.02109 -3.40149 0.65285 -0.239 0.280 -0.143
C 0.94491 -4.01914 -0.01316 1.831 -0.086 0.236
C 1.01940 -5.33166 -0.71248 0.814 -1.166 -0.676
C 1.03059 -6.56042 0.23218 0.017 -0.270 0.422
C -0.11192 -3.11752 -0.01656 0.312 1.942 0.792
N 0.23217 -1.96072 0.70073 -0.172 -0.839 -0.869
C 1.56473 -2.09764 1.07957 1.248 -0.758 0.735
C 2.43180 -1.14934 1.77535 -2.305 -1.699 -1.337
C 2.09232 0.14644 2.08992 -0.233 1.507 -1.790
C 3.04446 1.14917 2.53076 -0.321 0.572 1.497
C 4.43637 0.79634 3.02358 0.348 -0.915 -1.323
C 4.91924 1.05957 4.45929 0.249 -2.325 1.151
C 2.36116 2.33308 2.53934 0.951 0.949 0.507
C 1.01855 2.12083 2.04331 -1.075 -0.191 -1.546
C -0.01913 3.11317 1.84864 1.380 -3.092 -0.094
C -1.38002 2.77404 1.42372 -1.265 1.118 0.068
N -1.77501 1.65644 0.82635 -0.595 0.354 1.622
C -3.19244 1.75303 0.68595 0.755 0.724 -2.215
C -3.92542 0.82274 -0.02186 -0.405 0.463 -0.548
C -3.55441 -0.47000 -0.47726 0.884 -0.421 0.391
N -2.27195 -1.01463 -0.49079 -1.210 -0.195 0.912
C -2.41229 -2.37510 -0.75631 1.079 0.635 -1.226
C -1.35148 -3.33255 -0.73380 -1.629 1.380 0.814
C -3.78107 -2.58739 -1.16897 -0.875 0.248 1.016
C -4.53167 -1.46317 -0.83872 0.690 -0.221 -0.564
C -6.01871 -1.20992 -0.67853 -0.707 0.335 -0.020
C -6.78306 -0.48080 -1.85227 0.219 -1.919 -0.153
C -4.28543 -3.92915 -1.48186 -2.278 0.101 -1.119
C -4.74112 -4.66726 -0.25426 -1.238 -1.874 1.799
C -3.63977 3.10617 0.95541 1.512 0.508 1.670
C -2.51913 3.73261 1.57459 -1.093 -2.576 -0.592
C -2.57535 4.87834 2.50497 -1.253 2.330 -0.713
C -2.62410 4.56947 4.02765 -0.147 -0.029 -0.416
C -5.06334 3.63220 0.68301 0.852 -1.726 1.377
C -6.08389 3.18463 1.78735 0.136 0.039 0.078
N 0.93997 0.77382 1.62530 0.493 0.855 2.392
C 2.77709 3.69302 3.08530 -1.222 -0.181 -1.331
C 1.87701 3.98233 4.28714 0.980 0.447 1.000
H 3.70353 -3.99453 -1.39233 0.147 -0.227 -0.247
H 4.34776 -2.54889 -0.76163 -0.175 0.273 0.421
H 5.29853 -4.00835 -0.57710 -0.785 -0.032 0.351
H 3.44840 -4.99960 0.97301 0.182 0.659 0.049
H 3.96301 -3.29717 1.52666 -0.513 -1.180 -0.179
H 0.17646 -5.45475 -1.40669 0.213 0.101 0.124
H 1.94754 -5.41344 -1.36736 -0.984 0.322 0.742
H 0.07279 -6.64061 0.78193 0.421 0.056 -0.242
H 1.20011 -7.51917 -0.29845 -0.206 0.537 0.031
H 1.83460 -6.50940 0.99519 -0.430 0.194 -0.393
H 3.43687 -1.46116 2.01221 -0.155 -0.295 -0.101
H 4.43169 -0.32468 2.87920 0.528 1.196 0.498
H 5.19899 1.13701 2.27547 -0.578 0.011 0.596
H 4.16902 0.54764 5.16576 1.091 0.903 -0.807
H 5.91353 0.46355 4.58787 -1.631 1.058 -0.151
H 5.11995 2.06798 4.83008 -0.316 0.035 -0.515
H 0.24449 4.12892 2.04977 -0.132 0.413 0.112
H -4.94276 1.19625 -0.34266 1.086 -0.828 0.682
H -1.52337 -4.36295 -1.05062 -0.206 0.480 -0.007
H -6.58682 -2.14687 -0.41355 0.652 0.805 -0.394
H -6.15932 -0.53393 0.18379 0.310 -0.509 -0.065
H -6.20972 0.27227 -2.40794 -0.091 -0.117 0.457
H -7.02716 -1.30651 -2.55504 0.042 0.726 -0.034
H -7.74228 -0.10163 -1.48180 0.284 0.178 -0.098
H -5.26908 -3.86377 -2.06945 1.452 0.173 0.230
H -3.58236 -4.48502 -2.12127 -0.182 -0.028 0.458
H -5.70402 -4.32662 0.25276 1.086 0.314 -1.050
H -5.04141 -5.70096 -0.57732 0.594 0.521 0.544
H -4.04430 -4.70094 0.61744 -0.039 -0.155 -0.966
H -1.76446 5.58326 2.24818 -0.055 -0.134 0.458
H -3.52754 5.47205 2.19960 1.362 -0.846 0.686
H -1.69900 4.09706 4.34889 0.117 -0.191 -0.005
H -2.75271 5.46412 4.66612 -0.028 -0.245 -0.544
H -3.44933 3.87213 4.23435 0.228 0.181 -0.034
H -5.02647 4.67999 0.48225 -0.113 0.758 0.031
H -5.34827 3.11495 -0.23044 -0.300 0.290 -0.202
H -6.03829 3.63258 2.81176 0.541 -0.141 -0.945
H -7.11621 3.30930 1.47564 -0.194 0.303 -0.317
H -5.97261 2.10368 1.88696 0.136 -0.009 0.250
H 3.80269 3.78576 3.41638 0.334 -0.422 -0.214
H 2.62900 4.42604 2.23570 0.167 -0.435 1.029
H 1.72263 3.07530 4.88288 0.357 0.093 0.025
H 2.39417 4.74266 4.90962 -0.601 -0.322 -0.098
H 0.88051 4.30309 4.06674 -0.443 0.454 -0.385
Se -0.96196 2.83020 -2.06710 0.812 -0.752 0.382
C 0.68611 3.74285 -1.71117 -0.648 0.489 -1.051
C 1.95972 3.25800 -1.40380 -1.389 -2.504 0.438
C 3.01498 4.07234 -1.18832 -0.682 1.922 -0.354
N 2.91797 5.39817 -1.32552 0.221 1.039 -0.401
C 1.75445 5.91070 -1.75405 -0.329 -1.083 0.783
C 0.62283 5.11010 -1.94867 0.569 1.133 0.505
H 2.04162 2.17689 -1.24242 0.295 0.279 -0.111
H 3.96407 3.74712 -0.88085 1.117 -0.763 0.375
H 1.66311 6.99513 -1.80087 0.226 -0.117 -0.209
H -0.33628 5.56363 -2.16116 0.052 0.053 -0.215
O 1.84102 -0.35126 -1.27111 -0.199 0.230 -1.313
C 1.28401 -0.78292 -2.36599 -1.124 -0.353 2.573
O 0.03539 -0.70882 -2.51291 0.742 -0.014 -0.407
C 2.12591 -1.53892 -3.27915 0.063 -0.085 -1.330
C 1.58250 -2.30478 -4.34619 0.598 -0.743 1.303
C 2.45707 -2.95932 -5.18571 1.428 0.871 -0.336
C 3.80254 -2.55134 -5.20511 0.234 2.109 0.489
O 4.61809 -2.36680 -6.34827 0.347 -0.966 0.978
C 5.80870 -1.67327 -5.89369 -2.602 0.404 1.285
O 5.43817 -1.04902 -4.63217 0.054 -0.678 0.036
C 4.28372 -1.68787 -4.19813 0.019 -0.330 -1.443
C 3.49071 -1.27536 -3.14440 -0.463 -0.368 -0.876
H 0.53354 -2.57618 -4.48216 0.203 0.584 0.581
H 2.09466 -3.63456 -5.90312 -0.415 -0.626 -1.062
H 5.91639 -0.85313 -6.58925 0.881 -0.163 -0.280
H 6.61841 -2.35020 -5.65923 0.399 -0.205 -0.539
H 3.77220 -0.63232 -2.33169 0.362 0.210 -0.034
```
Positions in Å, forces in eV/Å.

Maximum force: 3.388 eV/Å
Spin multiplicity: 8
Energy: -153493.3237 eV
Net charge: -1